Record 1
Computed, not measured: a molecular structure, C34H51Cl5EuN4O3P3S2 in a non-equilibrium geometry, with ωB97M-V/def2-TZVPD.

The geometry in XYZ format:
```
103
Properties=species:S:1:pos:R:3
Eu -0.6445 0.8105 -0.1695
C -5.1978 -0.1378 -3.3364
C -4.6311 0.8082 -2.2972
O -3.5423 1.5691 -2.8195
P -2.0267 1.0427 -2.8586
S -0.9391 2.5841 -2.1798
S -1.8655 -0.7697 -2.0336
O -1.7044 0.7617 -4.3962
C -1.8764 1.7353 -5.4322
C -0.6052 2.5274 -5.6725
H -5.9458 -0.7816 -2.8807
H -4.4001 -0.7560 -3.7377
H -5.6531 0.4208 -4.1469
H -4.2820 0.2503 -1.4209
H -5.3671 1.5512 -1.9790
H -2.7008 2.4026 -5.1683
H -2.1515 1.1573 -6.3180
H -0.3585 3.1164 -4.7932
H -0.7522 3.1989 -6.5124
H 0.2262 1.8655 -5.9009
Cl -5.8314 4.9210 3.5360
C -4.9211 3.7231 2.7047
C -3.6009 3.9742 2.3264
Cl -2.8800 5.4796 2.6990
C -2.8841 2.9990 1.6564
Cl -1.2216 3.1980 1.2446
C -3.4389 1.7534 1.2762
O -2.7671 0.8887 0.6059
C -4.7536 1.5196 1.7455
Cl -5.4227 -0.0439 1.4715
C -5.4854 2.4773 2.4282
Cl -7.0869 2.1328 2.9477
C 1.5547 0.4324 3.6199
P 1.3509 0.7818 1.8279
C 2.3201 -0.6255 1.1625
N 2.6156 -1.5275 2.0955
C 3.3158 -2.6282 1.7274
C 3.5986 -3.6322 2.6616
C 4.3406 -4.7293 2.2823
C 4.8079 -4.8547 0.9738
C 4.5191 -3.8980 0.0260
C 3.7574 -2.7768 0.3804
N 3.3496 -1.8978 -0.5600
C 2.6051 -0.8692 -0.1919
P 1.6753 -0.1064 -1.5731
C 1.2768 -1.7127 -2.3767
C 2.9125 0.6793 -2.8118
C 2.7054 2.1994 -2.8412
C 2.6158 0.1363 -4.2112
C 4.3473 0.3537 -2.4155
C 2.4861 2.3076 1.6534
C 2.3078 3.2407 2.8549
C 3.9383 1.8425 1.5543
C 2.0570 3.0759 0.3978
H 2.6123 0.4972 3.8731
H 1.2342 -0.5820 3.8474
H 0.9798 1.1533 4.1989
H 3.2471 -3.5156 3.6758
H 4.5578 -5.5030 3.0033
H 5.3939 -5.7192 0.7025
H 4.8486 -4.0083 -0.9947
H 2.2032 -2.2537 -2.5761
H 0.7050 -1.5503 -3.2884
H 0.6591 -2.2854 -1.6786
H 1.6479 2.4538 -2.7493
H 3.0465 2.5984 -3.7931
H 3.2668 2.6980 -2.0567
H 1.5710 0.2946 -4.4839
H 2.8484 -0.9212 -4.2922
H 3.2360 0.6671 -4.9315
H 4.5959 0.8025 -1.4569
H 5.0368 0.7545 -3.1564
H 4.5036 -0.7182 -2.3430
H 2.7140 2.8119 3.7667
H 1.2564 3.4857 3.0097
H 2.8412 4.1707 2.6602
H 4.2081 1.2234 2.4091
H 4.6086 2.6994 1.5351
H 4.0982 1.2597 0.6483
H 1.2313 3.7523 0.6172
H 1.7528 2.4006 -0.4116
H 2.8796 3.6891 0.0355
C -2.5422 -1.9050 3.5664
C -1.6731 -0.9708 2.7017
N -1.3889 -1.5926 1.4062
C -0.4905 -2.7223 1.6275
C -1.0492 -3.6304 2.7470
N -2.4696 -3.2586 2.9653
C -3.1974 -3.2574 1.6746
C -2.6363 -2.0987 0.8283
H -3.5849 -1.5802 3.5641
H -2.1869 -1.9457 4.5983
H -0.7195 -0.7551 3.1862
H -2.1979 -0.0281 2.5409
H 0.5024 -2.3595 1.9068
H -0.3963 -3.2722 0.6904
H -0.5074 -3.4889 3.6850
H -0.9836 -4.6841 2.4726
H -2.9066 -3.9320 3.5989
H -4.2635 -3.1172 1.8593
H -3.0519 -4.2251 1.1929
H -3.3471 -1.2701 0.7824
H -2.4420 -2.4313 -0.1922
```

The charge is 0. Its largest force on an atom is 1.5 eV/Å. The relative energy (zero: lowest compared OMol25 entry of this formula, charge and spin) is 0.000 eV. The calculation puts the highest occupied orbital energy (spin up / spin down) at -0.169 / -0.176 Ha. The value obtained for the HOMO-LUMO gap (spin up / spin down) is 3.721 / 3.903 eV. The spin multiplicity is 7.

***

Record 2
Computed, not measured: a molecular structure, C18H28BO8Y, with ωB97M-V/def2-TZVPD.

The geometry in XYZ format:
```
56
Properties=species:S:1:pos:R:3
Y -0.4610 0.1469 -0.5801
C -2.0370 -2.7927 -0.6971
C -2.3233 -2.1218 0.6189
O -2.4917 -0.7135 0.3173
C -3.0697 0.0415 1.3989
C -3.0719 1.4838 0.9643
O -1.7270 1.7827 0.5362
C -1.3858 3.1820 0.4500
C 0.1202 3.2534 0.3910
O 0.5316 2.2821 -0.5959
C 1.7877 2.5440 -1.2549
C 2.3062 1.1987 -1.7206
O 1.2041 0.4357 -2.2692
C 0.8710 0.6136 -3.6606
C -0.6078 0.9410 -3.7532
O -1.3699 0.0485 -2.9124
C -1.6476 -1.2602 -3.4580
C -0.8081 -2.2918 -2.7267
O -0.9416 -2.0734 -1.3109
H -2.9083 -2.7360 -1.3521
H -1.7471 -3.8335 -0.5519
H -1.5042 -2.2401 1.3336
H -3.2443 -2.5226 1.0447
H -2.4642 -0.1024 2.2972
H -4.0892 -0.3022 1.5801
H -3.3463 2.1258 1.8018
H -3.7583 1.6544 0.1323
H -1.7612 3.7066 1.3290
H -1.8432 3.6044 -0.4475
H 0.5807 2.9816 1.3419
H 0.4355 4.2518 0.0876
H 2.4928 2.9896 -0.5521
H 1.6064 3.2406 -2.0765
H 2.6647 0.6170 -0.8700
H 3.1077 1.3023 -2.4505
H 1.1122 -0.3131 -4.1830
H 1.4697 1.4146 -4.0957
H -0.9730 0.8713 -4.7777
H -0.8142 1.9406 -3.3698
H -1.4405 -1.2777 -4.5287
H -2.7134 -1.4356 -3.3149
H 0.2526 -2.1731 -2.9477
H -1.1020 -3.3076 -2.9921
O 0.6723 -1.6110 2.3292
B 0.9357 -0.6222 1.3813
O 2.1633 -0.0086 1.6714
C 2.6435 -0.6300 2.8154
C 3.8084 -0.3901 3.5085
C 4.0340 -1.1800 4.6323
C 3.1266 -2.1581 5.0290
C 1.9529 -2.3924 4.3169
C 1.7466 -1.6028 3.2099
H 4.5116 0.3698 3.1968
H 4.9357 -1.0291 5.2095
H 3.3354 -2.7523 5.9078
H 1.2426 -3.1499 4.6170
```

The charge is +2. Its largest force on an atom is 0.5 eV/Å. The relative energy (zero: lowest compared OMol25 entry of this formula, charge and spin) is 0.064 eV. The calculation puts the highest occupied orbital energy at -0.476 Ha. The value obtained for the HOMO-LUMO gap is 7.920 eV.

***

Record 3
Computed, not measured: a single ClNO4S molecule in a non-equilibrium geometry, with ωB97M-V/def2-TZVPD.

The geometry in XYZ format:
```
7
Properties=species:S:1:pos:R:3
N 0.9336 -0.4910 1.5336
O -0.2445 -0.5733 0.8617
O -1.9820 -0.2029 -0.7954
O -0.4303 1.5961 -0.3140
O 1.8237 0.0748 1.0129
S -0.6675 0.2213 -0.4928
Cl 0.5669 -0.6251 -1.8060
```

The charge is 0. Its largest force on an atom is 4.2 eV/Å. The relative energy (zero: lowest compared OMol25 entry of this formula, charge and spin) is 0.000 eV. The calculation puts the highest occupied orbital energy (spin up / spin down) at -0.337 / -0.454 Ha. The value obtained for the HOMO-LUMO gap (spin up / spin down) is 8.945 / 8.916 eV. The spin multiplicity is 3.

***

Record 4
Computed, not measured: a molecular structure, C20H37N3O7P2Pt in a non-equilibrium geometry, with ωB97M-V/def2-TZVPD.

The geometry in XYZ format:
```
70
Properties=species:S:1:pos:R:3
Pt 0.4042 0.2422 0.1051
C -0.0172 -0.0407 3.2047
C -1.3242 0.2632 2.4608
O -2.3773 0.2945 3.4050
P -1.8850 -1.0121 1.2536
O -3.1510 -0.3755 0.5508
O -2.5071 -2.1562 2.1540
O -0.9206 -1.6404 0.3152
P -1.4210 1.8934 1.5303
O -0.0019 2.6187 1.8961
O -2.5393 2.6395 2.1525
O -1.4548 1.6489 0.0429
H -0.3282 -0.6062 4.0988
H 0.4133 0.9207 3.4953
H 0.5075 -1.6059 2.0328
H -2.8083 1.1704 3.2995
H -2.8751 0.4148 0.0520
H -3.1135 -1.7841 2.7982
H -0.1770 3.2598 2.5833
C 3.1164 1.2075 5.5515
C 2.3615 -0.0685 5.1661
C 2.3497 -1.0774 6.3221
C 2.9617 -0.7039 3.9224
C 4.3116 -1.0287 4.0457
C 5.0189 -1.6681 3.0563
C 4.3579 -2.0251 1.8978
C 3.0178 -1.7285 1.7178
C 2.3471 -2.1657 0.4350
C 1.6084 -3.4933 0.6313
C 3.3031 -2.3262 -0.7500
C 2.2934 -1.0464 2.7340
N 0.9461 -0.7663 2.4002
H 2.6104 1.7009 6.3772
H 3.1528 1.8946 4.7086
H 4.1363 1.0012 5.8605
H 1.3307 0.2208 5.0084
H 3.3535 -1.3957 6.5920
H 1.7781 -1.9616 6.0445
H 1.8849 -0.6271 7.1974
H 4.8211 -0.7819 4.9623
H 6.0651 -1.8965 3.1885
H 4.9091 -2.5416 1.1318
H 1.5985 -1.3783 0.1378
H 2.3249 -4.2668 0.9069
H 1.1170 -3.7771 -0.2951
H 0.8469 -3.4433 1.4041
H 3.9348 -3.2016 -0.6392
H 3.9397 -1.4536 -0.8741
H 2.7164 -2.4617 -1.6556
C 2.6007 3.9324 -1.3859
C 1.4470 2.9980 -0.9469
N 1.8927 1.6205 -0.7510
C 3.0372 1.6053 0.1575
C 4.2220 2.4509 -0.3672
N 3.7977 3.1425 -1.5622
C 3.1745 1.3933 -2.9367
C 2.1099 0.8879 -2.0507
H 2.7424 4.7263 -0.6342
H 2.3648 4.4110 -2.3382
H 0.6416 3.0007 -1.6814
H 1.0331 3.3413 0.0020
H 3.3535 0.5737 0.3237
H 2.6846 2.0066 1.1112
H 5.0625 1.8069 -0.6345
H 4.5629 3.1397 0.4235
H 4.5498 3.6553 -2.0045
H 4.1374 0.9185 -2.9368
H 2.9392 2.0166 -3.7773
H 2.3180 -0.1470 -1.7626
H 1.1361 0.9290 -2.5534
```

The charge is 0. Its largest force on an atom is 1.3 eV/Å. The relative energy (zero: lowest compared OMol25 entry of this formula, charge and spin) is 0.000 eV. The calculation puts the highest occupied orbital energy (spin up / spin down) at -0.253 / -0.281 Ha. The value obtained for the HOMO-LUMO gap (spin up / spin down) is 7.220 / 7.895 eV. The spin multiplicity is 3.

***

Record 5
Computed, not measured: a molecular structure, C33H44ClN6O2SSi3Ti in a non-equilibrium geometry, with ωB97M-V/def2-TZVPD.

The geometry in XYZ format:
```
91
Properties=species:S:1:pos:R:3
Ti -0.3613 0.0969 0.2965
N 3.2498 2.2342 2.7502
C 1.8994 2.1406 2.4988
S 0.8273 1.8349 3.7591
N 1.6138 2.4286 1.2325
N 0.4437 2.0326 0.7122
C -0.0815 2.8746 -0.1188
C -1.3156 2.5173 -0.8179
C -2.0203 3.4378 -1.5787
C -3.2635 3.0837 -2.0678
C -3.7682 1.8231 -1.7834
C -2.9816 0.9377 -1.0758
N -1.7593 1.2655 -0.6408
H 3.4922 2.4341 3.7079
H 3.7952 2.6957 2.0387
H 0.3628 3.8614 -0.1979
H -1.5948 4.4163 -1.7541
H -3.8371 3.7875 -2.6565
H -4.7474 1.5141 -2.1201
H -3.2996 -0.0708 -0.8537
Cl -0.7497 -7.1194 1.5050
C -0.9309 -5.4531 1.0354
C -1.3070 -5.1357 -0.2691
C -1.4428 -3.8180 -0.6554
C -1.1531 -2.7932 0.2499
O -1.2037 -1.5178 -0.1102
C -0.8634 -3.1149 1.5734
C -0.9554 -2.1001 2.6233
N -1.0404 -0.8375 2.4659
C -1.4227 -0.1128 3.6507
C -1.0581 -0.4714 4.9063
C -1.4593 0.2970 6.0266
C -2.2117 1.4173 5.8608
C -2.5957 1.8212 4.5542
C -3.3333 3.0006 4.3067
C -3.6197 3.3629 3.0270
C -3.1617 2.5302 1.9781
N -2.4954 1.4248 2.1637
C -2.2058 1.0548 3.4438
C -0.7507 -4.4525 1.9607
H -1.4947 -5.9325 -0.9764
H -1.7310 -3.5650 -1.6655
H -1.0888 -2.5254 3.6230
H -0.3961 -1.3141 5.0674
H -1.1326 -0.0029 7.0129
H -2.5039 2.0229 6.7092
H -3.6438 3.6128 5.1451
H -4.1693 4.2662 2.8019
H -3.3660 2.8110 0.9481
H -0.5407 -4.6983 2.9948
C 2.1438 -1.1053 2.2004
O 1.5098 -0.7490 0.9688
Si 2.1744 -1.1544 -0.5777
C 2.2796 -3.0035 -0.5346
C 3.9485 -0.6120 -0.4869
C 1.0276 -0.1863 -1.6360
Si 0.1554 -1.0702 -3.0656
C 0.6493 -2.8628 -3.3134
C -1.7205 -1.0236 -3.0915
C 0.4030 -0.4273 -4.8270
Si 1.9714 1.1872 -2.5143
C 0.7638 2.3266 -3.4327
C 3.2182 0.5013 -3.7801
C 3.0164 2.3787 -1.5018
H 3.1868 -0.7910 2.1758
H 2.0807 -2.1849 2.3510
H 1.6434 -0.5703 3.0049
H 2.9064 -3.2502 0.3281
H 2.7855 -3.3857 -1.4218
H 1.3342 -3.5331 -0.4295
H 4.5085 -1.3079 0.1433
H 4.0544 0.3886 -0.0707
H 4.4134 -0.6193 -1.4721
H 0.4745 -3.5395 -2.4834
H 1.7084 -2.9278 -3.5794
H 0.0764 -3.2255 -4.1726
H -2.2320 -1.3753 -2.2032
H -2.0224 -1.6453 -3.9409
H -2.0634 -0.0068 -3.3056
H 1.4248 -0.3625 -5.1878
H -0.0889 0.5258 -5.0140
H -0.1098 -1.1741 -5.4416
H 0.9859 2.3413 -4.5010
H -0.2825 2.0325 -3.3227
H 0.8648 3.3501 -3.0627
H 3.1305 -0.5725 -3.9561
H 4.2354 0.6984 -3.4404
H 3.1025 0.9970 -4.7480
H 2.8992 2.2949 -0.4243
H 2.7470 3.4040 -1.7675
H 4.0688 2.2366 -1.7531
```

The charge is 0. Its largest force on an atom is 2.3 eV/Å. The relative energy (zero: lowest compared OMol25 entry of this formula, charge and spin) is 0.962 eV. The calculation puts the highest occupied orbital energy (spin up / spin down) at -0.270 / -0.270 Ha. The value obtained for the HOMO-LUMO gap (spin up / spin down) is 6.764 / 6.602 eV. The spin multiplicity is 2.

***

Record 6
Computed, not measured: 13 unconnected molecules or ions with the total composition C22H52F18N13O38S18 in a non-equilibrium geometry, with ωB97M-V/def2-TZVPD.

The geometry in XYZ format:
```
161
Properties=species:S:1:pos:R:3
C 3.8443 2.2232 2.2808
C 4.2524 0.8080 1.9930
O 4.5630 0.3056 0.9132
N 4.3151 -0.1464 3.2374
H 3.6230 0.1459 3.9124
H 3.9531 -1.0552 2.9861
C 5.6944 -0.2033 3.9406
H 4.7029 2.7556 2.6900
H 2.9817 2.4968 2.8883
H 3.6192 2.8038 1.3863
H 5.9550 0.8436 4.0959
H 6.4066 -0.8576 3.4379
H 5.4927 -0.5220 4.9633
C -4.1540 -3.4302 5.3567
C -3.1444 -2.7108 4.3925
O -2.7011 -1.5598 4.6343
N -2.6975 -3.5593 3.2192
H -2.8221 -4.5445 3.4040
H -3.1810 -3.4284 2.3422
C -1.1664 -3.4133 3.0387
H -5.1172 -3.2657 4.8737
H -4.1138 -3.0425 6.3746
H -3.9391 -4.4988 5.3512
H -1.0937 -3.7927 2.0194
H -0.4904 -4.0399 3.6205
H -0.9347 -2.3620 3.2093
C 1.5687 -0.6056 -0.7092
C 0.1634 -0.0740 -0.6931
C -0.2878 0.2510 0.8170
N -1.7280 0.8487 0.8276
C -1.9395 1.9043 -0.3052
C -2.0627 1.5380 2.1800
C -3.5489 1.3708 2.2697
C -3.9069 -0.0032 1.7161
C -2.8040 -0.1931 0.6366
H 2.2820 -0.1675 -1.4073
H 1.3793 -1.6605 -0.9079
H 2.0076 -0.4141 0.2700
H -0.5903 -0.6850 -1.1899
H 0.2626 0.8845 -1.2026
H 0.3633 0.9361 1.3600
H -0.3968 -0.6403 1.4349
H -1.9403 1.5466 -1.3348
H -1.1654 2.6477 -0.1152
H -2.9363 2.3416 -0.2479
H -1.6246 2.5179 2.3698
H -1.5615 0.8402 2.8507
H -4.0642 2.1377 1.6916
H -3.9246 1.4835 3.2867
H -4.9347 0.0335 1.3551
H -3.8374 -0.9209 2.3001
H -3.1031 -0.1332 -0.4099
H -2.3623 -1.1881 0.6891
C 6.4708 1.5780 -4.9167
C 5.0088 1.1505 -5.1194
C 4.8357 -0.2220 -5.7278
N 3.3519 -0.7262 -5.6724
C 2.7419 -0.4402 -4.3898
C 3.3812 -2.2203 -5.8888
C 3.6913 -2.3188 -7.3554
C 2.7826 -1.1742 -7.8358
C 2.5246 -0.1445 -6.8123
H 6.5523 2.4105 -4.2179
H 6.9329 1.8786 -5.8570
H 6.9177 0.7519 -4.3636
H 4.4360 2.0085 -5.4714
H 4.7107 1.1342 -4.0711
H 5.4573 -0.8686 -5.1085
H 5.3209 -0.0839 -6.6940
H 2.4700 0.6127 -4.3153
H 3.4732 -0.6401 -3.6067
H 1.7278 -0.8300 -4.3015
H 2.3710 -2.6204 -5.8015
H 4.1125 -2.7035 -5.2410
H 3.3758 -3.2311 -7.8616
H 4.7374 -2.1953 -7.6355
H 1.8314 -1.4472 -8.2927
H 3.3156 -0.5661 -8.5667
H 1.4699 -0.1793 -6.5397
H 2.8860 0.8460 -7.0889
N -9.7042 0.0245 1.4852
S -8.7307 -0.9883 2.0224
O -8.4375 -1.9899 1.0103
O -8.7670 -1.4601 3.4088
F -7.4478 -0.0288 1.9838
S -11.0489 -0.3829 2.5078
O -11.2917 0.5233 3.6161
O -11.2467 -1.8293 2.7844
F -12.2756 0.0116 1.5672
N -2.7859 7.5549 -1.0501
S -4.2762 7.4411 -1.2701
O -5.1406 7.3458 -0.1248
O -4.7617 6.8724 -2.5367
F -4.4695 8.9615 -1.7127
S -2.3438 6.0157 -1.6213
O -2.1690 5.8502 -3.0941
O -2.8215 4.8782 -0.8715
F -0.7860 6.0552 -1.0779
N -3.8424 -3.5029 0.6979
S -5.4505 -3.5694 0.2748
O -6.0349 -4.9454 0.2052
O -5.8839 -2.5241 -0.6378
F -6.1208 -2.9519 1.6393
S -3.3324 -3.8161 -0.7351
O -3.3473 -2.7413 -1.7448
O -3.4192 -5.2193 -1.2211
F -1.7519 -3.7729 -0.4743
N -1.3076 2.1438 -5.8550
S -1.7995 0.6442 -5.2952
O -2.4605 0.4039 -3.9845
O -0.8973 -0.3931 -5.7159
F -2.9806 0.5240 -6.3190
S -0.7121 2.3915 -4.4791
O 0.3572 1.5354 -3.9521
O -1.6437 3.0767 -3.4890
F 0.1313 3.6579 -4.9605
N 2.4575 0.5946 4.9180
S 2.0437 2.0591 5.5944
O 1.3555 2.0552 6.9057
O 1.8657 3.1860 4.6533
F 3.6378 2.4939 5.9292
S 1.2795 -0.1548 5.4844
O -0.0180 0.2893 5.0964
O 1.4024 -0.9622 6.7123
F 1.5255 -1.3031 4.4135
N -3.2174 3.6446 7.6804
S -2.2988 5.0239 7.4403
O -2.5160 5.7306 6.1687
O -0.9063 4.8715 7.8936
F -3.0430 6.0321 8.4935
S -2.9956 3.0348 6.2126
O -1.5595 2.8464 5.7899
O -3.9951 3.3070 5.1501
F -3.3046 1.4930 6.5549
N 3.7962 4.0215 -0.8514
S 4.0425 3.1699 -2.0611
O 4.6332 3.7995 -3.1811
O 3.2026 2.0527 -2.5024
F 5.2566 2.3764 -1.3710
S 2.1830 4.3199 -1.3880
O 1.1620 3.2998 -1.1371
O 2.0775 5.3415 -2.4227
F 1.8082 5.2588 -0.0971
N 2.1835 -5.2352 -4.0602
S 2.8817 -6.5857 -4.1256
O 2.3534 -7.5199 -3.1903
O 4.2807 -6.5604 -4.4996
F 2.2405 -7.0685 -5.5080
S 3.1444 -4.6646 -2.8008
O 4.2814 -3.8473 -3.2172
O 3.1643 -5.3620 -1.5144
F 2.0614 -3.5398 -2.3288
N 3.9477 -2.7923 2.7447
S 3.3036 -3.5616 1.6738
O 1.8306 -3.4058 1.4568
O 3.8539 -4.9114 1.3498
F 3.8356 -2.7546 0.3391
S 3.8669 -3.9401 3.9355
O 4.9540 -4.9140 3.8775
O 2.5054 -4.3254 4.3419
F 4.3930 -2.9955 5.1246
```

The charge is -5. Its largest force on an atom is 14.2 eV/Å. The calculation puts the highest occupied orbital energy at -0.031 Ha. The value obtained for the HOMO-LUMO gap is 7.358 eV.